1.
Entry from OMol25: a molecular structure, C35H36AsIrN6O4S2 (ωB97M-V/def2-TZVPD).

* frontier orbital gap: 0.2265 Ha
* E_HOMO: -12.4 eV
* total charge: +2
* energy relative to the best compared isomer or geometry (same formula, charge and spin): 0.08 kcal/mol
* DFT total energy: -139347.4897 eV
* lowest unoccupied orbital energy: -6.28 eV

Cartesian coordinates (Å):
Ir (-0.003, 0.725, 0.730)
C (4.384, 1.303, 0.892)
O (3.690, 2.421, 0.234)
C (2.418, 2.160, 0.371)
N (2.068, 1.027, 0.891)
C (3.309, 0.209, 0.984)
C (3.461, -0.658, 2.203)
C (4.664, -1.343, 2.364)
C (4.865, -2.156, 3.467)
C (3.866, -2.298, 4.421)
C (2.664, -1.629, 4.260)
C (2.463, -0.812, 3.154)
C (1.402, 3.091, -0.164)
C (1.595, 4.284, -0.836)
C (0.482, 4.896, -1.401)
C (-0.778, 4.310, -1.316)
C (-0.887, 3.115, -0.630)
N (0.186, 2.561, -0.056)
C (-2.070, 2.255, -0.451)
N (-1.945, 1.111, 0.126)
C (-3.279, 0.474, 0.209)
C (-4.181, 1.547, -0.458)
O (-3.261, 2.633, -0.841)
C (-3.365, -0.880, -0.443)
C (-4.262, -1.811, 0.073)
C (-4.409, -3.045, -0.540)
C (-3.662, -3.354, -1.670)
C (-2.779, -2.421, -2.192)
C (-2.634, -1.183, -1.580)
H (4.708, 1.665, 1.867)
H (5.234, 1.042, 0.271)
H (3.317, -0.404, 0.075)
H (5.449, -1.253, 1.621)
H (5.803, -2.681, 3.582)
H (4.026, -2.933, 5.282)
H (1.878, -1.748, 4.996)
H (1.514, -0.313, 3.019)
H (2.587, 4.700, -0.936)
H (0.601, 5.827, -1.939)
H (-1.647, 4.755, -1.779)
H (-3.514, 0.368, 1.271)
H (-4.918, 1.987, 0.209)
H (-4.649, 1.191, -1.371)
H (-4.842, -1.579, 0.959)
H (-5.103, -3.769, -0.134)
H (-3.776, -4.320, -2.144)
H (-2.201, -2.649, -3.079)
H (-1.949, -0.460, -2.001)
N (-1.194, -2.568, -6.933)
C (-0.567, -2.056, -5.848)
C (-0.889, -0.766, -5.378)
C (-0.250, -0.247, -4.278)
C (0.724, -0.994, -3.615)
C (1.057, -2.269, -4.070)
C (0.416, -2.796, -5.169)
S (1.525, -0.340, -2.222)
O (1.647, 1.090, -2.366)
O (2.684, -1.146, -1.951)
N (0.501, -0.505, -0.945)
C (0.341, -1.637, -0.219)
S (0.483, -3.319, -0.481)
C (-0.147, -3.594, 1.110)
C (-0.392, -2.435, 1.751)
N (-0.084, -1.325, 1.001)
H (-1.848, -2.021, -7.461)
H (-0.923, -3.457, -7.312)
H (-1.630, -0.177, -5.904)
H (-0.478, 0.760, -3.949)
H (1.833, -2.832, -3.571)
H (0.689, -3.779, -5.529)
H (-0.272, -4.597, 1.480)
H (-0.775, -2.332, 2.754)
C (-0.862, 0.504, 4.377)
As (-0.522, 1.720, 2.913)
C (0.890, 2.861, 3.572)
C (-2.071, 2.880, 2.893)
H (-1.339, 1.079, 5.171)
H (0.082, 0.104, 4.741)
H (-1.519, -0.309, 4.075)
H (0.599, 3.263, 4.542)
H (1.056, 3.688, 2.882)
H (1.804, 2.280, 3.681)
H (-2.167, 3.361, 3.866)
H (-2.975, 2.309, 2.691)
H (-1.945, 3.649, 2.131)

Atom charges from the Löwdin analysis, given in e for atoms 1 to 6: Ir 1.23; C 0.00; O 0.09; C -0.33; N 0.02; C -0.20

2.
Entry from OMol25: a molecular structure, C26H30F6KN11O6S4 (ωB97M-V/def2-TZVPD).

* frontier orbital gap: 0.2525 Ha
* E_HOMO: -2.9 eV
* total charge: -2
* energy relative to the best compared isomer or geometry (same formula, charge and spin): 35.87 kcal/mol
* DFT total energy: -132098.1084 eV
* lowest unoccupied orbital energy: 3.95 eV

Cartesian coordinates (Å):
K (0.218, 1.671, -0.311)
S (-1.528, -0.873, 0.915)
C (-1.155, -1.948, -0.355)
N (-1.700, -3.111, -0.507)
N (-1.254, -3.825, -1.673)
C (-0.398, -4.896, -1.471)
C (-0.309, -5.901, -2.445)
C (0.587, -6.944, -2.303)
C (1.415, -7.022, -1.188)
C (1.324, -6.030, -0.220)
C (0.433, -4.976, -0.348)
N (-0.264, -1.410, -1.346)
N (0.821, -1.986, -1.382)
C (1.705, -1.539, -2.413)
C (1.774, -0.242, -2.908)
C (2.684, 0.066, -3.908)
C (3.507, -0.924, -4.430)
C (3.436, -2.220, -3.934)
C (2.547, -2.523, -2.915)
H (-2.057, -4.077, -2.230)
H (-0.941, -5.837, -3.325)
H (0.643, -7.706, -3.073)
H (2.118, -7.838, -1.081)
H (1.964, -6.073, 0.654)
H (0.372, -4.197, 0.397)
H (1.190, 0.557, -2.485)
H (2.740, 1.086, -4.270)
H (4.211, -0.682, -5.218)
H (4.081, -2.994, -4.333)
H (2.476, -3.523, -2.500)
N (3.102, 1.707, -0.805)
N (3.410, 2.836, -1.591)
C (2.351, 3.394, -2.406)
O (2.759, 4.095, -3.349)
O (1.177, 3.137, -2.047)
H (3.572, 1.738, 0.089)
H (3.337, 0.841, -1.275)
H (4.256, 2.764, -2.139)
N (2.111, 0.184, 1.767)
C (1.562, 0.471, 2.746)
N (1.008, 0.837, 3.908)
C (1.810, 0.535, 5.093)
C (1.836, -0.978, 5.380)
C (0.571, -1.650, 4.825)
C (-0.623, -0.711, 4.971)
C (-0.430, 0.513, 4.069)
H (1.351, 1.083, 5.918)
H (2.811, 0.937, 4.951)
H (1.903, -1.133, 6.461)
H (2.726, -1.428, 4.934)
H (0.393, -2.598, 5.336)
H (0.705, -1.883, 3.765)
H (-0.719, -0.409, 6.021)
H (-1.553, -1.205, 4.688)
H (-0.934, 1.390, 4.468)
H (-0.824, 0.302, 3.081)
C (-3.466, -1.141, -2.694)
N (-3.201, 0.265, -2.902)
C (-3.812, 1.296, -2.199)
C (-3.245, 2.447, -2.603)
N (-2.301, 2.107, -3.549)
C (-2.265, 0.764, -3.752)
S (-1.301, -0.071, -4.846)
H (-4.470, -1.398, -3.038)
H (-3.363, -1.385, -1.638)
H (-2.729, -1.699, -3.268)
H (-4.533, 1.106, -1.425)
H (-3.371, 3.452, -2.246)
H (-1.605, 2.715, -3.948)
F (-0.119, 6.100, 0.085)
C (-1.263, 5.526, -0.243)
F (-2.239, 6.427, -0.092)
F (-1.225, 5.180, -1.522)
S (-1.577, 4.010, 0.817)
O (-0.333, 3.748, 1.483)
O (-2.036, 3.017, -0.112)
N (-2.782, 4.427, 1.736)
S (-2.691, 5.432, 2.936)
O (-4.003, 5.899, 3.277)
O (-1.604, 6.368, 2.874)
C (-2.270, 4.344, 4.371)
F (-2.926, 3.184, 4.311)
F (-2.611, 4.950, 5.514)
F (-0.967, 4.081, 4.423)

Atom charges from the Löwdin analysis, given in e for atoms 1 to 6: K 0.62; S 0.52; C -0.96; N 0.00; N -0.02; C -0.28

3.
Entry from OMol25: 11 unconnected molecules or ions with the total composition C17H59O20P3 in a non-equilibrium geometry (ωB97M-V/def2-TZVPD).

* frontier orbital gap: 0.3753 Ha
* E_HOMO: -10.0 eV
* total charge: 0
* energy relative to the best compared isomer or geometry (same formula, charge and spin): 94.39 kcal/mol
* DFT total energy: -87402.3106 eV
* SMILES: COP(=O)(OC)OC.COP(=O)(OC)OC.COP(=O)(OC)OC.CO.CO.CO.CO.CO.CO.CO.CO
* lowest unoccupied orbital energy: 0.20 eV

Cartesian coordinates (Å):
C (2.020, -8.938, 2.541)
O (2.589, -8.217, 3.602)
P (4.060, -7.539, 3.591)
O (4.560, -7.061, 4.891)
O (4.963, -8.636, 2.785)
C (6.329, -8.509, 2.695)
O (3.927, -6.381, 2.467)
C (3.178, -5.207, 2.671)
H (1.995, -10.025, 2.609)
H (2.449, -8.802, 1.549)
H (0.999, -8.622, 2.326)
H (6.864, -9.414, 2.985)
H (6.793, -7.627, 3.136)
H (6.661, -8.463, 1.658)
H (2.615, -4.962, 1.770)
H (3.927, -4.452, 2.911)
H (2.347, -5.302, 3.371)
C (8.871, -0.019, -6.067)
O (7.988, -0.993, -5.463)
P (6.737, -1.675, -6.269)
O (5.721, -0.739, -6.885)
O (6.166, -2.724, -5.148)
C (5.137, -2.349, -4.241)
O (7.503, -2.656, -7.341)
C (7.881, -2.226, -8.659)
H (8.575, 0.978, -5.739)
H (8.957, 0.018, -7.153)
H (9.875, -0.165, -5.668)
H (4.816, -1.322, -4.418)
H (5.572, -2.495, -3.252)
H (4.223, -2.942, -4.249)
H (7.264, -1.368, -8.924)
H (7.810, -2.905, -9.508)
H (8.913, -1.896, -8.539)
C (-6.773, 2.608, -6.205)
O (-6.878, 2.042, -4.958)
P (-7.598, 2.955, -3.825)
O (-6.707, 4.053, -3.383)
O (-7.962, 1.955, -2.648)
C (-7.035, 1.345, -1.826)
O (-8.999, 3.435, -4.498)
C (-9.896, 4.384, -3.843)
H (-6.742, 3.692, -6.313)
H (-7.582, 2.288, -6.861)
H (-5.847, 2.248, -6.654)
H (-6.924, 1.793, -0.839)
H (-6.031, 1.252, -2.240)
H (-7.406, 0.327, -1.704)
H (-9.862, 5.352, -4.343)
H (-9.600, 4.461, -2.796)
H (-10.904, 3.979, -3.931)
C (-1.678, 6.915, -1.510)
O (-2.115, 6.955, -2.793)
H (-2.285, 7.435, -0.770)
H (-1.652, 5.926, -1.052)
H (-0.648, 7.271, -1.466)
H (-2.955, 6.493, -2.751)
C (-1.890, 2.803, 9.182)
O (-1.905, 2.174, 7.947)
H (-2.555, 3.661, 9.290)
H (-2.262, 2.149, 9.971)
H (-0.852, 2.994, 9.452)
H (-2.033, 2.890, 7.321)
C (5.678, 2.597, -0.866)
O (4.792, 1.911, 0.051)
H (5.333, 2.465, -1.891)
H (5.622, 3.670, -0.681)
H (6.692, 2.215, -0.745)
H (5.077, 2.112, 0.945)
C (-6.399, -0.632, 5.650)
O (-7.240, -1.150, 4.593)
H (-6.134, 0.393, 5.393)
H (-6.884, -0.739, 6.620)
H (-5.477, -1.214, 5.663)
H (-8.167, -0.915, 4.678)
C (-1.092, -3.161, 9.133)
O (-1.022, -2.659, 7.796)
H (-2.103, -3.215, 9.537)
H (-0.630, -4.135, 9.294)
H (-0.619, -2.473, 9.834)
H (-1.075, -1.704, 7.873)
C (-0.671, 0.697, 1.719)
O (-0.323, 0.517, 0.336)
H (0.228, 0.802, 2.327)
H (-1.260, 1.594, 1.906)
H (-1.303, -0.108, 2.096)
H (0.599, 0.783, 0.300)
C (-3.436, 6.367, 4.571)
O (-2.162, 5.857, 4.777)
H (-4.152, 5.670, 5.009)
H (-3.532, 7.301, 5.125)
H (-3.714, 6.412, 3.518)
H (-1.559, 6.332, 4.201)
C (0.126, 2.221, -5.631)
O (0.614, 1.476, -6.696)
H (-0.753, 2.834, -5.832)
H (-0.183, 1.602, -4.788)
H (0.913, 2.900, -5.302)
H (1.506, 1.179, -6.502)

Atom charges from the Löwdin analysis, given in e for atoms 1 to 6: C -0.14; O -0.20; P 0.46; O -0.22; O -0.21; C -0.16

Q: What is the DFT total energy in the first record?
A: -139347.4897 eV

Q: Which of these has the highest lowest unoccupied orbital energy?
A: C26H30F6KN11O6S4

Q: Which value of energy relative to the best compared isomer or geometry (same formula, charge and spin) does entry 1 give?
A: 0.08 kcal/mol